No. 1
{"formula": "ClF2NS", "method": "ωB97M-V with the def2-TZVPD basis set", "de_lowest_kcal_mol": 52.60, "homo_energy_ha": [-0.3506, -0.3498], "e_tot_ha": -1112.66952, "orbital_gap_ev": [8.68, 8.67], "symbols": ["N", "F", "F", "S", "Cl"], "xyz": [[0.35756, 1.71247, 0.83369], [-0.77791, -0.65583, -1.34960], [0.91807, -0.83296, 0.53941], [0.62556, -1.44258, -0.93763], [-1.12328, 1.21890, 0.91413]], "forces_ev_per_a": [[0.7, 0.5, 0.0], [1.5, -0.8, 0.5], [-0.3, -0.6, -1.0], [-1.0, 0.9, 0.3], [-0.9, 0.0, 0.2]]}

---

No. 2
{"formula": "C7H16OSi", "method": "ωB97M-V with the def2-TZVPD basis set", "de_lowest_kcal_mol": 127.85, "homo_energy_ha": -0.3287, "e_tot_ha": -640.88300, "orbital_gap_ev": 9.03, "symbols": ["C", "C", "C", "C", "C", "C", "C", "O", "Si", "H", "H", "H", "H", "H", "H", "H", "H", "H", "H", "H", "H", "H", "H", "H", "H"], "xyz": [[1.68915, 0.29153, 1.26762], [0.70763, -0.19236, 0.17416], [1.77369, 0.97182, -0.05556], [2.87555, 0.89765, -1.00319], [-2.10781, 0.82284, 0.90409], [-1.57224, -2.10688, 0.89739], [-1.55213, -0.52926, -1.87448], [1.14380, 2.25760, -0.04622], [-1.09369, -0.51617, -0.03164], [1.07350, 0.76797, 2.07510], [2.47207, -0.21553, 1.74649], [1.40878, -1.54987, -0.99254], [3.04551, 1.79692, -1.62796], [2.86388, -0.01949, -1.64859], [3.68892, 0.95952, -0.34320], [-2.37659, 1.62347, 0.18081], [-3.01006, 0.46507, 1.39500], [-1.47592, 1.22146, 1.73451], [-1.29870, -2.21840, 1.98582], [-2.65783, -2.10883, 0.88380], [-1.17086, -2.93000, 0.41861], [-2.44378, -1.09973, -1.87669], [-1.63881, 0.45667, -2.39644], [-0.71828, -1.21717, -2.28867], [0.37421, 2.17119, 0.52180]], "forces_ev_per_a": [[-2.1, 0.3, -0.1], [4.1, -1.3, -2.3], [-4.7, 0.0, 1.2], [0.8, -0.2, -1.6], [0.9, 0.5, -0.3], [-0.2, 1.8, 1.4], [2.4, -0.5, 0.5], [0.5, -0.1, -0.4], [-0.8, 0.5, 0.9], [0.6, 0.1, -0.8], [1.1, -1.2, 0.0], [-1.4, 2.2, 2.4], [-0.9, -0.4, 0.2], [0.2, 0.9, 0.8], [2.0, -0.6, 0.4], [0.2, -0.2, 0.7], [-0.1, -0.2, -0.2], [-0.4, 0.0, -0.6], [0.0, 0.6, -1.1], [-0.3, -0.3, -0.2], [0.6, -2.0, -1.1], [-1.2, -0.4, -0.5], [0.2, -1.0, 0.5], [-1.3, 1.3, 0.1], [-0.1, 0.2, 0.1]]}

---

No. 3
{"formula": "C4H16O4", "method": "ωB97M-V with the def2-TZVPD basis set", "de_lowest_kcal_mol": 50.23, "homo_energy_ha": -0.3626, "e_tot_ha": -462.88192, "orbital_gap_ev": 10.21, "symbols": ["C", "C", "C", "C", "H", "H", "H", "H", "H", "H", "H", "H", "O", "H", "H", "O", "H", "H", "O", "H", "H", "O", "H", "H"], "xyz": [[0.36958, 1.85353, -0.66688], [0.75565, 0.70254, -0.15610], [2.11034, 0.38306, 0.42812], [2.35269, -1.09139, 0.81619], [-0.65390, 2.14124, -0.89627], [0.98964, 2.74270, -0.77106], [0.17360, -0.22589, -0.19895], [2.91905, 0.69871, -0.21198], [2.48749, 1.08194, 1.19059], [2.27587, -1.64918, -0.09118], [3.29499, -1.00622, 1.37728], [1.72849, -1.29532, 1.70184], [-1.67160, 0.48595, 2.75004], [-1.18711, 1.31996, 2.75595], [-1.22754, -0.12430, 3.36374], [1.98454, 0.22047, -3.41406], [1.56561, 0.71028, -2.68383], [2.37635, -0.39147, -2.77269], [-1.50255, -2.80991, 0.25674], [-1.63663, -2.00764, -0.25143], [-2.40232, -3.18501, 0.30507], [-3.52078, 0.82695, -0.20098], [-2.98345, 0.16250, -0.64955], [-3.79038, 0.41937, 0.62359]], "forces_ev_per_a": [[-0.7, 1.4, 0.0], [0.9, -1.1, 0.2], [0.9, 0.7, 0.0], [0.1, 2.9, 2.1], [-0.1, -0.8, -0.4], [0.5, -0.3, 0.4], [-0.6, 0.7, 0.2], [0.2, -0.3, -1.4], [-1.2, -0.2, 0.8], [0.1, -1.2, 0.1], [0.5, -0.9, -1.1], [-0.6, -0.7, -1.0], [0.0, -0.3, 0.2], [0.0, -0.3, 0.1], [-0.1, 0.5, -0.4], [0.0, -0.1, 1.7], [-0.6, 0.8, -0.8], [0.6, -0.7, -0.9], [-0.8, -0.3, 0.0], [0.1, 0.2, -0.1], [0.6, 0.1, 0.1], [0.1, 0.0, -0.4], [-0.1, 0.2, 0.1], [0.1, -0.1, 0.3]]}

---

No. 4
{"formula": "F2HNOS", "method": "ωB97M-V with the def2-TZVPD basis set", "de_lowest_kcal_mol": 80.64, "homo_energy_ha": -0.4024, "e_tot_ha": -728.33148, "orbital_gap_ev": 9.48, "symbols": ["N", "O", "F", "F", "S", "H"], "xyz": [[1.43377, -0.12990, 0.20768], [0.02640, -0.52029, -0.59430], [3.71673, 1.32067, -0.34419], [3.87649, -0.97336, -0.37664], [2.93889, 0.03861, 0.49225], [-0.29306, -1.27241, 0.05911]], "forces_ev_per_a": [[0.0, -0.5, 1.2], [3.1, -0.9, 2.5], [-1.0, -1.0, 0.8], [-0.3, 0.1, 0.5], [-3.1, 0.2, -3.5], [1.2, 2.2, -1.6]]}

---

No. 5
{"formula": "C13H20BrCl3N3O3RuSi", "method": "ωB97M-V with the def2-TZVPD basis set", "spin_multiplicity": 2, "de_lowest_kcal_mol": 22.10, "homo_energy_ha": [-0.5480, -0.5476], "e_tot_ha": -5235.93353, "orbital_gap_ev": [8.21, 7.69], "total_charge": 2, "symbols": ["Ru", "C", "N", "C", "C", "O", "C", "O", "C", "C", "O", "N", "C", "C", "H", "H", "H", "H", "H", "H", "H", "H", "H", "H", "H", "H", "H", "H", "H", "H", "Br", "C", "C", "C", "C", "N", "C", "H", "H", "H", "H", "Cl", "Si", "Cl", "Cl"], "xyz": [[0.68520, -0.47824, 2.33072], [-3.47267, 3.00269, 1.29878], [-2.94030, 1.65105, 1.47821], [-3.92559, 0.57059, 1.38210], [-1.66700, 1.38454, 1.66917], [-1.24884, 0.20680, 1.79219], [-0.67061, 2.53304, 1.73480], [0.60013, 1.95303, 1.94581], [1.71070, 2.49315, 1.25492], [2.51724, 1.30905, 0.73579], [2.06860, 0.13847, 0.89683], [3.64915, 1.53923, 0.11759], [4.47888, 0.44216, -0.39280], [4.13232, 2.90217, -0.13350], [-4.42454, 3.07007, 1.82109], [-2.81034, 3.75731, 1.71098], [-3.63904, 3.20497, 0.24042], [-4.47321, 0.48343, 2.32041], [-4.62514, 0.80985, 0.58396], [-3.42857, -0.36739, 1.16119], [-0.69442, 3.09616, 0.79927], [-0.92361, 3.20457, 2.55850], [1.38455, 3.10501, 0.41037], [2.32039, 3.10801, 1.92005], [3.99220, -0.50689, -0.20233], [4.62908, 0.57451, -1.46311], [5.44428, 0.46724, 0.11032], [3.51372, 3.40707, -0.87562], [4.16218, 3.48826, 0.78372], [5.14436, 2.83306, -0.51905], [-3.05175, -3.77344, 5.35958], [-1.81167, -2.37539, 5.33085], [-1.48468, -1.67113, 6.47924], [-0.55932, -0.64397, 6.38436], [0.00819, -0.36138, 5.15958], [-0.31012, -1.04817, 4.05288], [-1.20541, -2.03741, 4.13364], [-1.94155, -1.92223, 7.42696], [-0.27195, -0.07352, 7.25562], [0.75541, 0.41656, 5.05622], [-1.44962, -2.56657, 3.22822], [-1.00480, -3.41294, 0.83597], [0.55318, -2.18758, 0.98145], [2.28214, -1.89916, 3.03018], [1.90965, -2.72235, -0.36149]], "forces_ev_per_a": [[-0.2, 0.7, -0.1], [0.0, 0.0, 0.0], [0.0, 0.0, 0.0], [0.0, 0.0, 0.0], [-0.1, 0.1, 0.0], [0.0, 0.1, -0.1], [0.0, -0.1, 0.0], [0.1, 0.1, 0.3], [0.0, -0.2, -0.1], [-0.1, 0.0, 0.0], [0.0, 0.3, -0.2], [0.0, 0.0, 0.0], [0.0, 0.0, 0.0], [0.0, 0.0, 0.0], [0.0, 0.0, 0.0], [0.0, 0.0, 0.0], [0.0, 0.0, 0.0], [0.0, 0.0, 0.0], [0.0, 0.0, 0.0], [0.0, 0.0, 0.0], [0.0, 0.0, 0.0], [0.0, 0.0, 0.0], [0.0, 0.0, 0.0], [-0.1, 0.0, 0.0], [0.0, 0.0, 0.0], [0.0, 0.0, 0.0], [0.0, 0.0, 0.0], [0.0, 0.0, 0.0], [0.0, 0.0, 0.0], [0.0, 0.0, 0.0], [0.0, 0.0, 0.0], [0.0, 0.1, 0.0], [0.0, 0.0, 0.0], [0.0, 0.0, 0.0], [0.1, 0.0, 0.0], [-0.3, -0.1, -0.1], [-0.1, 0.1, 0.1], [0.0, 0.0, 0.0], [0.0, 0.0, 0.0], [0.0, 0.0, 0.0], [0.0, 0.0, 0.0], [-0.2, -0.2, 0.0], [0.4, -0.3, 0.3], [0.4, -0.5, 0.1], [0.0, 0.0, -0.2]]}

---

No. 6
{"formula": "C4H12SSi", "method": "ωB97M-V with the def2-TZVPD basis set", "de_lowest_kcal_mol": 0.00, "homo_energy_ha": -0.3244, "e_tot_ha": -847.30971, "orbital_gap_ev": 9.64, "symbols": ["C", "S", "Si", "C", "C", "C", "H", "H", "H", "H", "H", "H", "H", "H", "H", "H", "H", "H"], "xyz": [[-0.58023, 0.50462, -2.48113], [-1.22089, -0.70005, -1.33773], [-0.13958, -0.24619, 0.42493], [1.48657, 0.39094, -0.13894], [-0.93098, 1.01491, 1.59146], [0.15208, -1.84699, 1.32081], [-0.59314, 1.56181, -2.05700], [0.44303, 0.19893, -2.62932], [-1.15144, 0.39510, -3.41194], [1.39502, 1.39051, -0.45268], [1.75918, -0.25682, -1.01302], [2.20018, 0.31567, 0.71074], [-0.49768, 1.19839, 2.55995], [-0.93789, 1.93492, 0.91558], [-1.93233, 0.65774, 1.76567], [-0.63253, -2.49128, 0.94924], [0.02775, -1.83867, 2.35637], [1.15286, -2.18354, 0.92701]], "forces_ev_per_a": [[0.2, 1.3, 0.2], [-1.2, -0.7, 0.5], [0.3, 0.3, 1.6], [0.6, -1.6, 0.0], [-0.1, 0.5, -2.1], [0.5, -0.2, -2.5], [-0.2, -1.3, -0.8], [0.3, 0.3, -0.5], [0.2, 0.3, 0.3], [0.2, 1.4, -0.5], [0.3, 0.6, 0.9], [-0.2, 0.0, -0.7], [0.6, 0.1, 0.1], [-0.3, -0.7, 1.3], [-0.7, 0.2, 0.0], [0.0, -0.7, -0.2], [0.4, 0.2, 1.7], [-1.0, -0.1, 0.8]]}

---

No. 7
{"formula": "CH5S3", "method": "ωB97M-V with the def2-TZVPD basis set", "spin_multiplicity": 2, "de_lowest_kcal_mol": 19.62, "homo_energy_ha": [-0.3406, -0.3426], "e_tot_ha": -1235.59133, "orbital_gap_ev": [9.34, 6.86], "symbols": ["S", "H", "C", "S", "S", "H", "H", "H", "H"], "xyz": [[-0.38328, 2.42035, -0.43329], [0.41956, 2.83982, 0.59341], [1.88670, -1.21120, -0.41806], [0.56226, -1.09591, 0.86885], [-1.27965, -0.86342, -0.19892], [2.69273, -1.64926, 0.07402], [1.41175, -1.98514, -1.11212], [2.30301, -0.35382, -0.84164], [-0.53657, 1.03923, 0.00850]], "forces_ev_per_a": [[0.2, -1.2, 0.8], [-0.5, -0.5, -0.4], [-3.0, -2.5, -0.3], [-1.7, 0.6, -1.6], [2.5, -0.9, 1.4], [1.3, -1.2, 1.1], [1.2, 1.4, 0.4], [-0.3, 1.8, -0.9], [0.4, 2.4, -0.5]]}

---

No. 8
{"formula": "C20H32AgN8OS", "method": "ωB97M-V with the def2-TZVPD basis set", "homo_energy_ha": -0.4209, "e_tot_ha": -1839.53609, "orbital_gap_ev": 9.42, "total_charge": 1, "symbols": ["Ag", "C", "N", "C", "C", "N", "N", "C", "N", "N", "H", "H", "H", "H", "H", "H", "H", "H", "H", "H", "H", "C", "C", "C", "S", "O", "C", "C", "C", "H", "H", "H", "H", "H", "H", "H", "H", "H", "H", "H", "H", "H", "H", "N", "C", "C", "C", "C", "C", "C", "C", "N", "C", "C", "N", "C", "H", "H", "H", "H", "H", "H", "H"], "xyz": [[-15.34229, 13.70387, -2.90757], [-13.38377, 18.35817, -2.14277], [-14.72539, 18.13004, -1.59674], [-14.99793, 18.56100, -0.27126], [-15.35675, 16.99365, -2.05965], [-14.85284, 16.05954, -2.78521], [-16.71685, 16.94311, -1.73613], [-17.50872, 15.82496, -1.47479], [-18.82583, 16.18810, -1.36308], [-17.03160, 14.65287, -1.20955], [-13.02700, 19.30526, -1.77927], [-13.40288, 18.37496, -3.21290], [-12.69552, 17.58416, -1.81267], [-15.91065, 19.14229, -0.22426], [-14.15522, 19.16828, 0.09821], [-15.15023, 17.70539, 0.44462], [-13.86420, 16.24311, -2.92797], [-17.14273, 17.81650, -1.47303], [-19.18616, 16.91532, -1.96140], [-19.43676, 15.41571, -1.37183], [-17.74574, 13.98171, -0.98914], [-19.50586, 12.72302, -6.78946], [-18.87661, 13.96064, -7.34247], [-18.42874, 14.94465, -6.30280], [-16.95893, 14.75657, -5.27978], [-17.08264, 13.50353, -4.44589], [-15.68677, 14.37444, -6.53924], [-15.59914, 12.90978, -6.96299], [-14.21359, 12.37771, -7.16141], [-19.90143, 12.13036, -7.62083], [-20.33392, 12.98840, -6.09162], [-18.77426, 12.13248, -6.21368], [-19.56322, 14.47564, -8.06688], [-17.99737, 13.68093, -7.96147], [-19.23728, 15.15102, -5.56141], [-18.25417, 15.92350, -6.72954], [-14.77538, 14.63440, -6.00624], [-15.79074, 15.15130, -7.26828], [-16.13750, 12.80547, -7.90979], [-16.14476, 12.30123, -6.23916], [-13.66317, 12.93050, -7.88813], [-14.26484, 11.27318, -7.48217], [-13.64850, 12.37184, -6.22666], [-10.96797, 12.23969, 6.78026], [-11.12820, 12.38266, 5.65438], [-11.46208, 12.47611, 4.23685], [-11.78134, 11.31686, 3.55704], [-12.11654, 11.38056, 2.22080], [-12.13964, 12.60565, 1.60751], [-11.85108, 13.77799, 2.29874], [-11.48432, 13.73511, 3.64007], [-12.51933, 12.62046, 0.21662], [-11.84651, 11.97105, -0.78753], [-12.58249, 12.16847, -1.90831], [-13.70101, 12.88083, -1.58310], [-13.64829, 13.14587, -0.28589], [-11.73909, 10.41249, 4.13422], [-12.28510, 10.48232, 1.64828], [-11.79657, 14.74261, 1.79994], [-11.12120, 14.59265, 4.16824], [-10.87107, 11.47916, -0.53790], [-12.32889, 11.83998, -2.88287], [-14.34899, 13.76187, 0.24957]], "forces_ev_per_a": [[-0.1, 0.0, 0.4], [-0.5, -0.2, 0.9], [0.5, -0.8, -1.8], [-0.1, -0.2, 1.9], [-0.5, -0.5, -0.2], [0.4, 0.6, 0.0], [0.3, -0.1, 0.1], [0.7, -0.7, 0.6], [-0.1, 0.5, -0.2], [0.4, 1.3, -0.5], [0.1, 0.4, 0.0], [-0.1, 0.0, -0.6], [0.3, -0.2, 0.1], [-0.1, 0.4, 0.1], [-0.5, -0.2, -0.1], [0.3, 0.6, -0.6], [0.0, -0.2, 0.0], [0.1, 0.0, 0.0], [0.3, 0.2, 0.0], [-0.8, -0.9, 0.2], [-0.4, -0.2, -0.1], [-0.6, -0.5, 0.7], [0.7, 0.3, -1.5], [-0.8, 0.8, 0.9], [0.0, -0.1, -0.6], [0.0, -0.2, 0.2], [0.3, -0.2, 1.2], [-1.3, 0.3, -0.7], [0.2, -2.2, 0.4], [0.0, -0.1, 0.4], [0.4, -0.3, -0.5], [-0.3, 0.1, -0.2], [0.5, -0.3, 0.8], [-0.5, 0.2, 0.2], [0.5, -0.3, -0.3], [0.2, 0.4, -0.3], [0.2, 0.1, 0.2], [-0.2, 0.2, -0.9], [0.0, -0.1, 0.1], [0.1, 0.0, 0.1], [0.5, 0.3, -0.6], [0.1, 1.7, 0.3], [0.0, 0.1, 0.0], [0.2, 0.1, 0.2], [-0.4, -0.2, -0.7], [0.2, 0.7, 1.3], [0.1, 0.1, 0.3], [0.4, -0.6, 0.4], [-0.4, 0.5, -0.5], [0.4, 0.6, 0.0], [0.0, -1.1, -0.9], [0.3, 0.2, 1.2], [1.5, -0.4, 0.8], [0.2, -0.1, 0.7], [-0.7, 0.5, -0.2], [0.3, 0.0, -1.2], [-0.1, -0.5, -0.2], [-0.2, -0.1, 0.0], [-0.2, -0.3, -0.2], [-0.2, 0.4, 0.2], [-1.2, 0.5, -0.6], [-0.2, -0.1, -0.7], [-0.1, -0.1, 0.2]]}